{
  "formula": "C20H22N2O3S2",
  "method": "the ωB97M-V functional and the def2-TZVPD basis",
  "largest_force_ev_per_a": 1.13,
  "homo_lumo_gap_ev": 8.954,
  "smiles": "Cc1ccc(CCNC(=O)CCS(=O)(=O)c2ccc3nc(C)sc3c2)cc1",
  "total_energy_ha": -1906.974202,
  "de_lowest_ev": 0.000,
  "symbols": ["C", "C", "C", "C", "C", "C", "C", "N", "C", "O", "C", "C", "S", "O", "O", "C", "C", "C", "C", "N", "C", "C", "S", "C", "C", "C", "C", "H", "H", "H", "H", "H", "H", "H", "H", "H", "H", "H", "H", "H", "H", "H", "H", "H", "H", "H", "H", "H", "H"],
  "positions_angstrom": [[-0.718839, 3.906105, -1.222554], [-1.473624, 2.682734, -0.804060], [-1.375943, 1.511100, -1.546198], [-2.065052, 0.373806, -1.170914], [-2.871514, 0.369852, -0.037865], [-3.598834, -0.875817, 0.383087], [-2.737889, -1.719772, 1.334649], [-1.503164, -2.107976, 0.696483], [-1.100032, -3.385833, 0.588823], [-1.762421, -4.338638, 0.934282], [0.281001, -3.553663, -0.052013], [1.289228, -3.937116, 1.013335], [1.524291, -2.588631, 2.224035], [0.340228, -2.433394, 3.021140], [2.767496, -2.836092, 2.903547], [1.720207, -1.081893, 1.250071], [0.897287, 0.000434, 1.542047], [1.028746, 1.189753, 0.856510], [1.992114, 1.277346, -0.144407], [2.241303, 2.368703, -0.922522], [3.183880, 2.177505, -1.760830], [3.669055, 3.179674, -2.731853], [3.925602, 0.566394, -1.702989], [2.825762, 0.165452, -0.422265], [2.700627, -1.020165, 0.282197], [-2.956835, 1.534199, 0.712675], [-2.271526, 2.674478, 0.332255], [-0.972164, 4.755664, -0.593470], [0.353319, 3.720584, -1.150441], [-0.946339, 4.157582, -2.257339], [-0.757013, 1.497296, -2.432411], [-1.990862, -0.521283, -1.773572], [-4.525570, -0.615153, 0.895660], [-3.844431, -1.477491, -0.493635], [-2.513179, -1.153668, 2.244406], [-3.256075, -2.640478, 1.608189], [-0.883603, -1.354324, 0.441564], [0.590839, -2.641716, -0.566058], [0.209283, -4.364290, -0.781365], [2.273521, -4.154542, 0.607244], [0.935346, -4.783625, 1.598121], [0.171112, -0.118102, 2.330507], [0.407003, 2.041053, 1.076070], [3.589352, 2.792121, -3.746424], [4.717257, 3.407836, -2.543269], [3.079948, 4.088124, -2.640844], [3.350218, -1.860030, 0.096433], [-3.576131, 1.552495, 1.598154], [-2.362983, 3.573400, 0.925817]],
  "forces_ev_per_angstrom": [[0.05, 0.01, -0.01], [-0.05, 0.03, -0.03], [-0.01, 0.07, 0.03], [-0.03, 0.01, -0.04], [-0.15, -0.06, -0.02], [0.18, -0.09, 0.21], [-0.24, -0.14, -0.06], [-0.22, 0.42, -0.07], [0.30, 0.23, -0.60], [-0.11, -0.47, 0.20], [-0.35, -0.11, 0.07], [0.08, 0.79, 0.28], [0.49, -0.09, 0.10], [-0.30, 0.00, -0.14], [0.21, -0.09, -0.23], [-0.06, -0.59, 0.20], [-0.12, 0.04, 0.15], [0.18, -0.05, -0.06], [0.36, -1.05, 0.20], [-0.26, 0.92, -0.12], [0.35, -0.72, -0.01], [0.13, 0.16, -0.19], [-0.29, 0.34, 0.13], [-0.17, 0.22, 0.02], [0.08, 0.00, -0.03], [0.02, -0.08, -0.01], [0.06, 0.04, -0.04], [-0.01, 0.10, 0.01], [0.00, 0.11, -0.01], [-0.01, 0.08, -0.07], [0.07, 0.00, -0.11], [-0.02, -0.09, -0.05], [-0.05, -0.01, -0.03], [-0.06, -0.02, 0.03], [-0.06, -0.05, 0.01], [0.06, 0.12, 0.05], [0.09, -0.20, -0.06], [-0.01, -0.08, -0.06], [-0.02, 0.09, 0.07], [0.08, -0.01, 0.00], [0.03, -0.01, 0.16], [-0.15, 0.05, 0.08], [-0.10, 0.08, 0.05], [0.01, 0.04, -0.07], [0.05, 0.06, -0.03], [-0.01, 0.01, 0.00], [0.12, -0.14, -0.04], [-0.09, 0.00, 0.10], [0.00, 0.11, 0.04]]
}

{
  "formula": "C20H22N2O4",
  "method": "the ωB97M-V functional and the def2-TZVPD basis",
  "largest_force_ev_per_a": 1.22,
  "homo_lumo_gap_ev": 7.976,
  "smiles": "Cc1ccc(C(=O)N/C(=C/c2ccco2)C(=O)NC[C@H]2CCCO2)cc1",
  "total_energy_ha": -1185.794397,
  "de_lowest_ev": 2.677,
  "symbols": ["C", "C", "C", "C", "C", "C", "O", "N", "C", "C", "C", "C", "C", "C", "O", "C", "O", "N", "C", "C", "C", "C", "C", "O", "C", "C", "H", "H", "H", "H", "H", "H", "H", "H", "H", "H", "H", "H", "H", "H", "H", "H", "H", "H", "H", "H", "H", "H"],
  "positions_angstrom": [[-3.347557, -6.335484, 1.990406], [-2.713521, -5.038279, 1.595762], [-3.212874, -3.831640, 2.073905], [-2.643697, -2.627867, 1.705111], [-1.555038, -2.606342, 0.836975], [-0.908516, -1.349611, 0.379852], [-0.357338, -1.243559, -0.697152], [-0.950461, -0.327307, 1.292592], [-0.498597, 0.962309, 1.056822], [-0.353121, 1.840340, 2.064451], [0.052976, 3.208730, 1.927873], [0.189838, 4.174671, 2.899259], [0.602596, 5.349397, 2.235903], [0.688577, 5.020555, 0.916802], [0.362082, 3.734380, 0.722082], [-0.324001, 1.331069, -0.400651], [-1.281470, 1.624330, -1.082454], [0.957827, 1.376762, -0.810068], [1.299504, 1.490537, -2.206149], [1.954278, 0.182669, -2.683461], [2.295703, 0.206504, -4.174604], [3.695577, 0.817945, -4.172290], [4.278262, 0.274921, -2.865462], [3.190292, -0.010013, -2.001374], [-1.068214, -3.811163, 0.336086], [-1.635253, -5.010021, 0.718160], [-3.763838, -6.276214, 2.993411], [-2.626486, -7.148393, 1.951896], [-4.160115, -6.573055, 1.302967], [-4.062436, -3.836734, 2.741893], [-3.076852, -1.706745, 2.069064], [-1.296171, -0.525459, 2.221947], [-0.567734, 1.533492, 3.080440], [0.014114, 4.053394, 3.948685], [0.805586, 6.303575, 2.677349], [0.959393, 5.592699, 0.051762], [1.681645, 0.988065, -0.224456], [0.372208, 1.677010, -2.750398], [1.987721, 2.330764, -2.343300], [1.292067, -0.643829, -2.405912], [2.328637, -0.811044, -4.564556], [1.577434, 0.784061, -4.750588], [3.635806, 1.906128, -4.143590], [4.288942, 0.524456, -5.035271], [4.833550, -0.656419, -3.039247], [4.946925, 0.988271, -2.372671], [-0.236810, -3.784473, -0.351935], [-1.241305, -5.937676, 0.328948]],
  "forces_ev_per_angstrom": [[-0.06, -0.01, -0.05], [0.02, 0.09, 0.02], [0.01, -0.09, 0.03], [0.15, 0.05, -0.11], [-0.17, -0.35, -0.03], [0.11, 0.00, 0.09], [-0.05, -0.16, 0.04], [-0.29, -0.15, 0.31], [0.05, 0.44, 0.29], [0.01, -0.55, -0.69], [0.04, 0.72, 0.98], [-0.13, -0.72, -0.47], [0.11, 0.06, -0.65], [0.14, 0.77, 0.55], [-0.16, -0.28, -0.09], [0.40, 0.21, 0.07], [-0.28, -0.04, -0.07], [0.30, -0.07, -0.02], [0.07, -0.34, -0.16], [-0.56, 0.22, -0.20], [0.10, -0.02, 0.25], [-0.01, -0.03, 0.17], [0.44, 0.00, -0.17], [-0.13, -0.01, 0.23], [0.03, 0.21, 0.00], [-0.05, 0.05, 0.04], [-0.03, -0.06, 0.06], [0.00, -0.08, 0.03], [-0.06, -0.08, 0.00], [-0.08, 0.00, 0.06], [-0.03, 0.08, 0.02], [0.06, -0.04, -0.23], [0.00, -0.05, 0.04], [-0.06, -0.11, 0.21], [0.06, 0.22, 0.01], [0.02, -0.02, -0.18], [-0.17, 0.02, 0.13], [0.11, 0.02, -0.01], [-0.05, -0.01, -0.13], [0.09, 0.12, -0.08], [-0.05, -0.01, -0.02], [-0.07, -0.01, -0.07], [0.03, 0.02, -0.03], [0.04, 0.05, -0.03], [-0.02, 0.12, 0.01], [-0.03, -0.09, -0.07], [0.06, 0.01, -0.07], [0.05, -0.10, -0.02]]
}